No. 1
The following is a DFT calculation (the ωB97M-V functional and the def2-TZVPD basis) of a 17-piece molecular cluster, C82H210N12O34 overall.

Calculated values
F_max   0.0587 hartree/bohr
Energy above the lowest of the compared OMol25 structures with the same formula, charge and spin   0.0 kJ/mol
E_LUMO   0.51 eV
Energy   -6464.89690 a.u.
E_HOMO   -8.31 eV

Atoms and positions in Å:
C (4.186650, 3.072705, 5.581510)
C (4.632705, 1.694014, 5.220926)
O (4.128200, 0.699145, 6.126416)
O (2.781063, 3.305530, 5.239053)
H (4.821562, 3.816813, 5.087186)
H (4.371143, 3.207515, 6.648800)
H (5.727310, 1.694675, 5.198935)
H (4.263805, 1.398653, 4.253867)
H (4.490764, 0.922815, 6.990497)
H (2.281254, 2.778896, 5.891693)
C (9.499166, 1.333380, -1.196710)
C (8.443527, 0.336042, -1.665381)
O (7.308839, 0.929752, -2.276885)
O (9.009761, 2.203678, -0.158546)
H (9.971371, 1.875963, -2.032933)
H (10.247274, 0.769608, -0.638544)
H (8.185881, -0.320585, -0.807232)
H (8.902135, -0.300185, -2.434501)
H (6.812797, 1.404218, -1.603518)
H (8.722278, 3.009529, -0.577045)
C (-7.488844, -4.837170, 3.637776)
C (-8.566161, -4.521530, 4.626709)
O (-9.352340, -3.418764, 4.125128)
O (-6.614534, -3.700769, 3.501256)
H (-7.943062, -5.060609, 2.653734)
H (-6.916988, -5.726909, 3.989520)
H (-8.116056, -4.239798, 5.568287)
H (-9.233516, -5.380071, 4.776100)
H (-9.808898, -3.015965, 4.864525)
H (-5.947496, -3.926431, 2.846209)
C (4.471806, 3.663113, -4.865023)
C (4.688863, 2.232695, -5.059875)
O (3.460068, 1.453453, -4.781060)
O (4.099881, 3.975933, -3.539165)
H (3.748715, 4.050226, -5.622119)
H (5.392429, 4.220291, -5.008027)
H (5.391919, 1.824805, -4.333983)
H (4.996097, 1.994230, -6.105392)
H (2.729109, 1.977591, -5.128791)
H (3.158523, 3.687251, -3.415952)
C (-6.654407, 0.026310, 3.977465)
C (-7.956836, -0.202732, 3.187977)
O (-7.953035, -1.398112, 2.407932)
O (-6.409970, -1.077748, 4.850929)
H (-6.851086, 0.922536, 4.557735)
H (-5.830391, 0.195676, 3.246613)
H (-8.047860, 0.690021, 2.554854)
H (-8.770432, -0.159184, 3.929949)
H (-7.998950, -2.154314, 2.989583)
H (-6.258329, -1.892560, 4.375455)
C (-1.911702, 0.322075, 3.948200)
O (-1.104986, 0.071140, 5.110179)
C (-0.614273, 1.296981, 5.634644)
C (0.296698, 0.986215, 6.902476)
N (1.099003, 2.101520, 7.296494)
C (0.296984, 3.223681, 7.822540)
C (1.248398, 4.344384, 8.229632)
O (2.081887, 3.804168, 9.256532)
C (2.880672, 4.862496, 9.771441)
H (-2.130745, -0.647971, 3.499233)
H (-1.299473, 0.930949, 3.263961)
H (-2.822461, 0.892631, 4.238687)
H (-1.446134, 1.946086, 5.956780)
H (-0.050711, 1.822476, 4.825118)
H (1.001804, 0.234513, 6.542061)
H (-0.414699, 0.570025, 7.637292)
H (1.793518, 1.854583, 8.019915)
H (-0.320526, 2.876166, 8.642249)
H (-0.302788, 3.649457, 7.013111)
H (0.703668, 5.233715, 8.569704)
H (1.866477, 4.588568, 7.358262)
H (3.408181, 5.368817, 8.952907)
H (3.670040, 4.495511, 10.442025)
H (2.245384, 5.590574, 10.273775)
C (1.749346, -4.269004, -0.508156)
O (1.762519, -5.645683, -0.840234)
C (2.218808, -5.865439, -2.159757)
C (2.024795, -7.297113, -2.517052)
N (2.392213, -7.540100, -3.930263)
C (1.451032, -7.050640, -4.952677)
C (1.754251, -7.708701, -6.216328)
O (1.815299, -9.135141, -6.192339)
C (0.527429, -9.763831, -6.265196)
H (1.114398, -3.652594, -1.167537)
H (2.752276, -3.821850, -0.604050)
H (1.417668, -4.112036, 0.520600)
H (3.242720, -5.461589, -2.265434)
H (1.571208, -5.267196, -2.825399)
H (0.977975, -7.543603, -2.353294)
H (2.620872, -8.001744, -1.941010)
H (2.630200, -8.513238, -4.062141)
H (1.617860, -5.969675, -5.085998)
H (0.442370, -7.212752, -4.590839)
H (2.793936, -7.442590, -6.532810)
H (1.075644, -7.504237, -7.029676)
H (0.005907, -9.550531, -7.209235)
H (-0.165550, -9.410597, -5.485539)
H (0.644615, -10.858873, -6.233091)
C (0.620255, 4.229779, -4.566700)
O (1.255700, 3.638040, -3.417400)
C (0.620289, 2.497917, -2.860500)
C (-0.682424, 2.750955, -2.080948)
N (-0.490474, 3.144880, -0.677353)
C (0.127157, 4.421343, -0.458018)
C (-0.753305, 5.551133, -0.849336)
O (-0.105226, 6.689782, -0.364337)
C (-0.749703, 7.875229, -0.644320)
H (-0.335156, 4.705640, -4.347287)
H (0.481054, 3.492722, -5.362758)
H (1.336206, 4.981995, -4.953116)
H (1.335240, 1.998473, -2.202862)
H (0.433281, 1.778517, -3.682684)
H (-1.230473, 1.794333, -2.143853)
H (-1.337461, 3.502411, -2.556858)
H (0.059764, 2.470015, -0.153934)
H (1.096973, 4.553183, -0.961604)
H (0.272845, 4.512762, 0.627716)
H (-1.754969, 5.399258, -0.407188)
H (-0.901207, 5.661114, -1.958473)
H (-0.726014, 8.106730, -1.736098)
H (-0.220544, 8.672316, -0.135100)
H (-1.798604, 7.965162, -0.339921)
C (1.996465, 1.295629, 2.363870)
O (1.735213, 1.374979, 0.988453)
C (1.843724, 0.200750, 0.204430)
C (0.777140, -0.860404, 0.473282)
N (-0.527307, -0.606584, -0.208242)
C (-1.568137, -1.568694, 0.103955)
C (-2.822690, -1.379803, -0.819321)
O (-3.535927, -0.145562, -0.473058)
C (-4.507891, -0.309457, 0.577454)
H (2.897528, 0.670412, 2.470261)
H (1.144247, 0.828962, 2.892516)
H (2.180832, 2.283247, 2.760960)
H (2.812182, -0.264736, 0.368038)
H (1.757837, 0.487448, -0.842987)
H (0.772074, -1.033757, 1.544030)
H (1.193373, -1.791409, 0.039116)
H (-0.884826, 0.333274, -0.114517)
H (-1.935673, -1.518572, 1.157865)
H (-1.195319, -2.571198, -0.115747)
H (-3.472288, -2.259993, -0.640112)
H (-2.466314, -1.237328, -1.832391)
H (-4.870010, 0.694716, 0.847953)
H (-4.015436, -0.760201, 1.459316)
H (-5.379747, -0.947116, 0.330605)
C (-0.700686, -7.449472, -9.379856)
O (-1.166653, -6.983758, -8.118627)
C (-2.577199, -7.170398, -7.842913)
C (-2.826309, -6.980971, -6.330326)
N (-2.355690, -5.702476, -5.852646)
C (-2.721773, -5.272028, -4.520536)
C (-2.156957, -3.924809, -4.133369)
O (-0.784179, -3.867880, -4.103826)
C (-0.239087, -2.599149, -3.769255)
H (-0.775522, -8.531678, -9.489725)
H (0.349996, -7.167836, -9.407249)
H (-1.253633, -6.966701, -10.222364)
H (-3.047598, -8.121949, -8.167604)
H (-3.068990, -6.353643, -8.402114)
H (-2.412364, -7.845714, -5.755049)
H (-3.918220, -7.065182, -6.243255)
H (-1.363469, -5.670653, -6.032525)
H (-2.494892, -5.940539, -3.662761)
H (-3.805510, -5.126144, -4.498057)
H (-2.551602, -3.723839, -3.111402)
H (-2.602978, -3.163262, -4.800534)
H (-0.544529, -2.267746, -2.787059)
H (-0.486726, -1.770994, -4.457504)
H (0.848740, -2.620586, -3.760914)
C (-8.371319, -1.564134, -0.897384)
O (-7.838943, -2.095368, -2.095798)
C (-6.488155, -2.424022, -2.074585)
C (-6.152060, -3.001866, -3.428013)
N (-6.873600, -4.268820, -3.664089)
C (-6.912433, -4.760839, -5.039809)
C (-7.843638, -5.967415, -5.116887)
O (-9.200381, -5.616499, -4.854015)
C (-9.965880, -6.778676, -4.782210)
H (-7.736725, -0.736855, -0.557154)
H (-8.385658, -2.299289, -0.102373)
H (-9.364041, -1.142180, -1.081731)
H (-6.266869, -3.177114, -1.297869)
H (-5.818419, -1.569833, -1.890262)
H (-5.041275, -3.111161, -3.565794)
H (-6.431850, -2.261898, -4.234520)
H (-7.843446, -4.213429, -3.344706)
H (-5.962174, -5.248862, -5.260339)
H (-7.051332, -3.980107, -5.814055)
H (-7.484854, -6.797111, -4.467621)
H (-7.788506, -6.259358, -6.185493)
H (-11.029990, -6.539571, -4.696673)
H (-9.713835, -7.396203, -3.927161)
H (-9.925154, -7.376791, -5.699032)
C (-1.827233, 1.514660, -9.244179)
O (-2.140385, 2.181373, -8.054776)
C (-2.275770, 1.295244, -6.979545)
C (-2.656347, 2.141925, -5.771577)
N (-2.747357, 1.260424, -4.575152)
C (-3.943666, 0.352677, -4.462232)
C (-5.285542, 1.001263, -4.665317)
O (-5.458696, 2.122866, -3.819344)
C (-5.746281, 1.749978, -2.495864)
H (-1.034088, 0.771423, -9.058424)
H (-1.420301, 2.258199, -9.957868)
H (-2.712569, 1.032165, -9.692806)
H (-1.313094, 0.764398, -6.820472)
H (-3.051736, 0.519483, -7.133401)
H (-3.581970, 2.684005, -5.988458)
H (-1.845887, 2.871576, -5.612536)
H (-2.681975, 1.799456, -3.712147)
H (-3.936406, -0.073914, -3.454270)
H (-3.764807, -0.489136, -5.161655)
H (-6.103090, 0.273800, -4.498560)
H (-5.414753, 1.409937, -5.682744)
H (-6.618031, 1.098847, -2.435877)
H (-5.879291, 2.676662, -1.919097)
H (-4.905768, 1.191179, -2.053811)
C (-0.810424, -3.966120, 2.589081)
O (-1.895022, -3.160957, 2.960120)
C (-2.728219, -3.735831, 3.954055)
C (-3.560727, -4.888405, 3.449028)
N (-4.362616, -4.552407, 2.287689)
C (-4.707323, -5.590779, 1.332759)
C (-3.522489, -6.135981, 0.610661)
O (-2.832503, -5.082767, 0.040758)
C (-1.777969, -5.507939, -0.798224)
H (-1.149519, -4.785332, 1.983563)
H (-0.291497, -4.435408, 3.429591)
H (-0.127961, -3.368595, 1.967216)
H (-3.380753, -2.941909, 4.295743)
H (-2.165863, -4.131519, 4.804729)
H (-4.175096, -5.174693, 4.302467)
H (-2.893022, -5.730580, 3.188839)
H (-3.948007, -3.770627, 1.814312)
H (-5.373992, -5.089970, 0.614548)
H (-5.225386, -6.413597, 1.807139)
H (-3.904199, -6.837455, -0.159997)
H (-2.861745, -6.679971, 1.314269)
H (-0.942079, -5.941636, -0.229360)
H (-1.464571, -4.672642, -1.413791)
H (-2.142203, -6.278175, -1.482014)
C (3.950249, 5.106886, 2.253601)
O (4.134043, 6.514577, 2.081378)
C (4.513710, 6.834495, 0.732722)
C (4.753865, 8.303763, 0.556379)
N (5.833682, 8.861066, 1.358298)
C (5.978908, 10.316119, 1.396681)
C (6.818245, 10.735584, 2.564444)
O (6.295817, 10.167427, 3.747928)
C (7.025955, 10.362383, 4.965300)
H (4.867941, 4.490297, 2.226296)
H (3.232160, 4.751889, 1.485695)
H (3.554657, 5.003354, 3.279509)
H (3.831916, 6.381023, 0.013858)
H (5.503564, 6.388742, 0.586870)
H (3.821214, 8.870965, 0.753419)
H (4.926377, 8.365273, -0.519546)
H (5.727942, 8.490574, 2.310731)
H (5.005500, 10.819456, 1.512628)
H (6.340229, 10.642399, 0.410118)
H (6.798784, 11.841260, 2.687607)
H (7.854014, 10.400876, 2.348478)
H (8.077741, 10.034839, 4.907438)
H (6.583006, 9.759150, 5.762649)
H (7.040623, 11.436460, 5.174108)
C (1.417500, -1.658984, 4.167541)
O (2.302663, -2.121513, 3.115303)
C (3.611603, -2.106354, 3.615313)
C (4.617211, -2.777811, 2.606058)
N (4.352644, -2.285984, 1.231451)
C (5.326608, -2.559105, 0.205035)
C (5.166674, -1.700939, -0.999263)
O (3.980291, -1.928623, -1.655724)
C (3.700615, -1.012001, -2.726635)
H (1.517439, -2.331890, 5.044128)
H (0.365742, -1.597911, 3.835314)
H (1.785135, -0.681723, 4.480022)
H (3.675454, -2.688542, 4.539986)
H (3.917321, -1.045622, 3.750194)
H (4.524228, -3.862979, 2.700754)
H (5.643813, -2.469923, 2.880807)
H (3.368433, -2.380404, 0.985939)
H (5.310553, -3.620807, -0.100126)
H (6.334616, -2.354886, 0.615094)
H (5.972366, -1.863482, -1.722579)
H (5.276226, -0.682087, -0.577969)
H (4.500863, -1.001922, -3.480589)
H (3.612233, 0.020343, -2.341603)
H (2.746086, -1.275432, -3.200403)
C (4.775052, 2.733667, -0.644173)
O (5.888901, 2.262741, 0.147784)
C (5.443575, 1.437280, 1.230187)
C (6.561588, 0.877909, 2.069067)
N (7.319253, 1.892838, 2.756415)
C (8.487615, 1.400794, 3.431753)
C (9.201654, 2.512118, 4.190407)
O (10.238188, 1.966089, 4.962013)
C (10.984881, 3.003158, 5.576474)
H (5.259359, 3.336472, -1.400375)
H (4.087497, 3.324795, -0.030294)
H (4.295952, 1.867330, -1.117451)
H (4.857587, 0.572575, 0.893137)
H (4.813552, 2.042558, 1.888924)
H (7.214159, 0.289147, 1.376362)
H (6.063901, 0.177077, 2.749855)
H (7.623509, 2.480321, 1.974479)
H (9.163142, 0.923866, 2.698924)
H (8.188055, 0.658486, 4.204341)
H (8.492737, 3.008542, 4.891136)
H (9.563849, 3.293823, 3.489593)
H (11.504562, 3.603735, 4.824234)
H (11.692011, 2.492047, 6.226567)
H (10.373347, 3.649385, 6.223953)
C (-7.301905, 3.475308, 1.662955)
O (-6.064143, 3.267590, 1.005844)
C (-4.941281, 3.394475, 1.850324)
C (-3.653520, 3.512573, 1.004892)
N (-2.415891, 3.540415, 1.756075)
C (-2.091222, 4.825693, 2.387821)
C (-0.876383, 4.636641, 3.284191)
O (-0.459668, 5.874967, 3.787671)
C (0.655336, 5.627496, 4.651643)
H (-7.538404, 2.720341, 2.424648)
H (-8.030783, 3.604919, 0.827760)
H (-7.285801, 4.410912, 2.199040)
H (-4.823898, 2.525401, 2.505981)
H (-4.983057, 4.313929, 2.445550)
H (-3.893724, 4.355539, 0.296503)
H (-3.640810, 2.583014, 0.428429)
H (-1.684000, 3.311434, 1.085049)
H (-2.948507, 5.163751, 2.965126)
H (-1.851755, 5.616883, 1.674458)
H (-0.042034, 4.163252, 2.700113)
H (-1.191100, 3.906154, 4.038257)
H (0.438760, 4.927411, 5.468519)
H (1.024694, 6.557530, 5.121112)
H (1.443341, 5.165048, 4.045572)

Forces on atoms 1 to 2 (eV/Å):
C -1.2 0.5 -0.5
C 0.3 -0.4 0.4

No. 2
The following is a DFT calculation (the ωB97M-V functional and the def2-TZVPD basis) of a 2-piece molecular cluster, C25H21FNO overall.

Calculated values
F_max   0.0587 hartree/bohr
E_LUMO   -5.84 eV
Energy   -1194.81241 a.u.
E_HOMO   -10.70 eV
Total charge   +1

Atoms and positions in Å:
C (-4.937510, 0.040856, 3.358326)
C (-4.291284, -1.171628, 3.487083)
C (-2.914200, -1.222209, 3.487763)
C (-2.159178, -0.063466, 3.352078)
C (-0.755627, -0.136400, 3.301136)
C (0.461446, -0.207801, 3.233214)
N (1.828262, -0.270030, 3.163783)
C (2.606547, -1.507120, 2.973342)
C (4.044015, -1.138585, 3.370792)
C (4.056859, 0.401349, 3.438768)
C (2.612551, 0.826780, 3.517409)
O (2.214691, 1.914797, 3.869035)
C (-2.825133, 1.152364, 3.237090)
C (-4.202670, 1.202982, 3.236421)
H (-6.014695, 0.078732, 3.333684)
H (-4.863183, -2.082275, 3.560923)
H (-2.402443, -2.163774, 3.583782)
H (2.184220, -2.301068, 3.593685)
H (2.520710, -1.823038, 1.929624)
H (4.274636, -1.553885, 4.358208)
H (4.790512, -1.541121, 2.675990)
H (4.615326, 0.782988, 4.298715)
H (4.513419, 0.840676, 2.546338)
H (-2.246381, 2.054125, 3.138135)
H (-4.707827, 2.147495, 3.113355)
F (4.608910, -1.614691, 6.973871)
C (3.286657, -1.334354, 7.019656)
C (2.350152, -2.356970, 7.024084)
C (1.009429, -2.080708, 7.015317)
C (0.531239, -0.751385, 7.009728)
C (-0.875727, -0.574797, 7.036712)
C (-1.731651, 0.557529, 7.101468)
C (-3.122964, 0.313533, 7.112627)
C (-4.027354, 1.339178, 7.211283)
C (-3.593747, 2.648324, 7.294843)
C (-2.239236, 2.923485, 7.277766)
C (-1.322733, 1.905304, 7.186255)
C (1.504027, 0.272487, 6.990721)
C (2.844608, -0.019630, 7.011405)
H (2.702233, -3.372136, 7.039589)
H (0.298859, -2.889796, 7.014836)
H (-1.417394, -1.506374, 7.036599)
H (-3.475820, -0.702396, 7.050696)
H (-5.082214, 1.126062, 7.234104)
H (-4.308795, 3.449275, 7.380491)
H (-1.903292, 3.946229, 7.344097)
H (-0.282956, 2.156560, 7.200370)
H (1.214088, 1.300211, 6.922064)
H (3.582210, 0.764519, 7.017568)

Forces on atoms 1 to 2 (eV/Å):
C -0.4 0.0 0.0
C -0.1 -0.2 0.0

Number 1: frontier orbital gap 0.324 Ha. Number 2: frontier orbital gap 0.179 Ha.